{
  "formula": "C37H89BN7O15P2",
  "method": "the ωB97M-V functional and the def2-TZVPD basis",
  "e_tot_ev": -100206.2066,
  "charge": 1,
  "homo_lumo_gap_ev": 8.16,
  "e_homo_ev": -10.811,
  "species": ["C", "C", "O", "C", "C", "B", "O", "O", "C", "C", "N", "C", "N", "C", "C", "N", "N", "N", "P", "N", "O", "N", "C", "O", "C", "C", "O", "C", "C", "P", "O", "O", "O", "C", "C", "C", "O", "H", "H", "H", "H", "H", "H", "H", "H", "H", "H", "H", "H", "H", "H", "H", "H", "H", "H", "H", "H", "H", "H", "H", "H", "H", "H", "H", "H", "H", "H", "H", "H", "H", "H", "H", "H", "H", "H", "H", "C", "C", "O", "C", "C", "H", "H", "H", "H", "H", "H", "H", "H", "H", "H", "C", "C", "O", "C", "C", "H", "H", "H", "H", "H", "H", "H", "H", "H", "H", "C", "C", "O", "C", "C", "H", "H", "H", "H", "H", "H", "H", "H", "H", "H", "C", "C", "O", "C", "C", "H", "H", "H", "H", "H", "H", "H", "H", "H", "H", "C", "C", "O", "C", "C", "H", "H", "H", "H", "H", "H", "H", "H", "H", "H"],
  "xyz": [[2.748913, -0.380564, -4.390409], [1.626582, -0.883391, -3.465444], [1.267697, 0.151402, -2.556937], [0.155290, -0.192501, -1.756844], [-0.472845, 1.117786, -1.244521], [0.708529, 1.853119, -0.440143], [0.949206, 3.183011, -0.702232], [1.435750, 1.142210, 0.456462], [2.831028, 1.049734, 0.086219], [3.419146, -0.336190, 0.422401], [-1.000405, 1.997937, -2.329149], [-1.829736, 1.294717, -3.105133], [-1.615044, 1.035532, -4.367216], [-0.411893, 1.533010, -5.041978], [-0.567326, 2.996257, -5.612301], [0.181068, 3.128031, -6.868798], [-0.032402, 4.033525, -4.709373], [-1.964970, 3.358901, -5.820024], [-2.774630, 0.021057, -5.309797], [-1.730376, -1.201242, -5.914384], [-3.296035, 0.883872, -6.600071], [-2.981866, 0.743621, -2.526258], [-4.133817, 1.596163, -2.661594], [-4.179216, 2.672196, -1.725919], [-5.434751, 3.214920, -1.537668], [-6.650145, 2.395269, -1.141985], [-5.539580, 4.358376, -1.648727], [-2.763612, 0.126643, -1.189694], [-4.074816, -0.180271, -0.446570], [-3.707540, -1.206503, 1.017123], [-2.480677, -1.938528, 0.830127], [-4.950749, -2.247074, 1.192645], [-3.725152, -0.273206, 2.334006], [-1.684054, 0.819649, -0.326495], [-2.153562, 2.028476, 0.476539], [-1.654682, 2.016186, 1.922736], [-0.860938, 1.262984, 2.338180], [2.540702, -0.598908, -5.439406], [3.699588, -0.852691, -4.142952], [2.890412, 0.699009, -4.293250], [2.009663, -1.726929, -2.879698], [0.776463, -1.177819, -4.097350], [-0.547879, -0.891098, -2.233219], [0.537452, -0.706145, -0.864203], [1.207158, 3.569180, 0.149929], [3.020808, 1.238323, -0.972413], [3.367333, 1.786216, 0.690635], [2.635893, -1.087702, 0.541484], [4.058565, -0.663074, -0.401042], [4.016130, -0.258304, 1.329551], [-0.289920, 2.522822, -2.825210], [-0.209219, 0.880516, -5.896680], [0.482941, 1.538194, -4.417085], [0.356173, 2.232224, -7.310838], [-0.329544, 3.705746, -7.522675], [0.788272, 3.701988, -4.206111], [-0.750294, 4.166025, -3.992710], [-2.077244, 4.367908, -5.768927], [-2.280311, 3.086166, -6.743361], [-0.836987, -1.110217, -5.427742], [-2.115725, -2.087265, -5.598470], [-4.199298, 1.141882, -6.366677], [-4.074487, 2.051156, -3.662303], [-5.045215, 0.996660, -2.686180], [-7.512434, 2.924413, -1.537255], [-6.751035, 2.267614, -0.063826], [-6.687146, 1.395658, -1.585522], [-2.360440, -0.874202, -1.372566], [-4.650573, 0.700918, -0.156613], [-4.690083, -0.786001, -1.119456], [-5.628072, -1.781470, 1.709608], [-4.620646, -0.158628, 2.683848], [-1.318487, 0.049669, 0.363480], [-1.804654, 2.984921, 0.062427], [-3.237789, 2.138065, 0.544602], [-2.093248, 2.779763, 2.602990], [1.342729, -0.992040, 5.548363], [1.878614, -1.624040, 4.276101], [3.283963, -1.495003, 4.123438], [4.081338, -2.079790, 5.140202], [3.879148, -3.577810, 5.294009], [1.602467, 0.067942, 5.585038], [0.257341, -1.089878, 5.592901], [1.754607, -1.460872, 6.442594], [1.430867, -1.123340, 3.415220], [1.584451, -2.677609, 4.209448], [3.918567, -1.564141, 6.092875], [5.117550, -1.887456, 4.858181], [2.857042, -3.825253, 5.584058], [4.548332, -3.971927, 6.059766], [4.087058, -4.090404, 4.352532], [-3.061413, -3.548058, 9.280704], [-1.666819, -2.955841, 9.394338], [-1.287122, -2.165391, 8.280594], [-2.098294, -1.035718, 8.009207], [-2.155045, -0.037951, 9.153563], [-3.144650, -4.155666, 8.377708], [-3.277371, -4.175007, 10.146609], [-3.830598, -2.776058, 9.229089], [-0.940012, -3.766798, 9.449015], [-1.561927, -2.382105, 10.321380], [-3.105574, -1.353560, 7.715999], [-1.661019, -0.549032, 7.135833], [-2.591707, -0.471494, 10.053922], [-2.758949, 0.826046, 8.872071], [-1.151225, 0.305797, 9.408361], [-4.800537, 5.889967, -4.583315], [-3.417583, 6.512174, -4.502577], [-3.076351, 7.304356, -5.623528], [-3.914822, 8.419999, -5.884401], [-3.970906, 9.423839, -4.746394], [-4.893713, 5.277392, -5.484560], [-4.979509, 5.263505, -3.710544], [-5.586507, 6.644528, -4.618883], [-2.671652, 5.716591, -4.459545], [-3.305123, 7.089131, -3.578936], [-4.920592, 8.082446, -6.157257], [-3.502211, 8.905471, -6.769016], [-4.384904, 8.989004, -3.835389], [-4.595280, 10.273382, -5.024264], [-2.969837, 9.788644, -4.510907], [0.386516, -2.916396, 0.407263], [1.001411, -3.374321, -0.901890], [2.310030, -2.868095, -1.121974], [3.285636, -3.216057, -0.148286], [3.504339, -4.709644, 0.002306], [0.356848, -1.825558, 0.453780], [-0.627543, -3.295299, 0.506288], [0.957640, -3.264238, 1.269354], [0.393710, -3.006063, -1.733613], [0.994127, -4.466736, -0.974821], [3.033511, -2.761099, 0.816052], [4.216976, -2.749896, -0.474637], [2.603071, -5.226059, 0.335419], [4.290364, -4.902848, 0.734651], [3.799732, -5.150329, -0.952019], [7.820113, -4.832710, 0.138240], [7.506619, -4.232839, 1.499045], [6.969838, -5.164914, 2.420118], [7.788366, -6.278999, 2.737002], [9.124353, -5.903367, 3.354420], [6.922702, -5.279996, -0.294375], [8.191781, -4.063315, -0.540205], [8.577773, -5.614553, 0.200097], [6.750461, -3.454952, 1.376214], [8.389120, -3.742201, 1.923465], [7.930947, -6.908560, 1.851873], [7.220247, -6.875795, 3.451365], [9.737575, -5.309397, 2.675393], [9.686254, -6.801748, 3.612263], [8.972783, -5.314363, 4.260571]],
  "atomic_forces_ev_per_a": [[0.01, 0.01, 0.15], [1.16, 0.04, -0.31], [-0.71, 0.20, -0.73], [0.34, 0.19, 0.88], [-0.16, 0.10, 1.00], [-0.20, 0.17, -0.17], [-0.61, -0.14, 0.51], [-0.01, -0.36, -0.62], [1.12, -0.40, 0.88], [-0.37, 0.75, -0.15], [0.68, -0.41, -0.45], [-0.74, -0.17, 0.08], [0.86, 0.29, -1.51], [0.14, 0.95, -1.06], [0.14, 1.15, -1.01], [0.34, -1.07, 0.37], [-0.94, -0.78, 0.74], [-0.39, -0.01, 0.52], [-2.26, -1.28, 0.99], [0.42, 1.35, 0.65], [1.19, -0.20, 0.16], [-0.20, 0.22, 1.12], [0.04, 0.16, -1.39], [-0.22, -1.08, 0.03], [-0.16, -2.68, 0.51], [0.11, -0.98, -0.63], [-0.23, 4.13, -0.17], [0.33, -0.48, 0.57], [-0.04, 0.14, -0.14], [-0.94, -0.69, 0.02], [1.15, -0.45, -0.09], [0.23, 1.64, 0.31], [-0.54, -0.24, -0.62], [0.25, -0.17, -0.20], [0.19, 0.40, 0.59], [-1.75, 1.52, -0.91], [1.89, -1.82, 0.91], [-0.01, -0.01, 0.06], [-0.03, 0.05, 0.01], [-0.11, -0.05, 0.02], [-0.42, -0.06, -0.25], [-0.21, -0.03, 0.38], [0.16, 0.27, -0.40], [-0.30, 0.12, -0.29], [0.52, 0.26, -0.45], [-0.49, 0.26, 0.04], [-0.03, 0.15, -0.28], [0.10, 0.63, 0.03], [-0.04, 0.09, 0.15], [-0.10, -0.31, 0.09], [0.11, -0.16, 0.08], [-0.13, -0.11, 0.21], [-0.25, -0.42, 0.23], [-0.04, 0.14, -0.08], [0.17, 0.17, 0.09], [0.23, 0.21, -0.37], [0.20, 0.37, -0.02], [0.22, -0.05, 0.00], [0.04, -0.24, 0.14], [0.15, -0.21, -0.49], [-0.14, 0.03, -0.24], [0.11, 0.08, -0.20], [0.05, -0.03, 0.13], [0.09, -0.04, 0.48], [-0.02, 0.14, 0.24], [0.18, 0.26, 0.00], [0.15, 0.05, 0.14], [-0.03, 0.15, -0.17], [0.08, 0.00, -0.08], [-0.09, -0.03, 0.20], [-0.33, -0.69, -0.18], [0.28, 0.23, 0.23], [-0.21, 0.16, 0.10], [-0.12, -0.12, -0.17], [0.03, -0.07, -0.16], [-0.10, 0.11, -0.27], [0.11, 0.03, 0.10], [-0.10, 0.00, 0.06], [0.06, 0.11, -0.29], [0.02, -0.11, 0.13], [-0.13, -0.03, -0.10], [-0.04, -0.01, -0.05], [0.01, -0.02, -0.02], [-0.10, -0.07, 0.01], [0.15, 0.03, -0.06], [-0.01, -0.02, 0.09], [-0.04, -0.05, 0.02], [-0.07, 0.08, -0.11], [0.02, 0.02, 0.10], [0.02, 0.02, -0.02], [0.07, 0.02, 0.02], [-0.06, 0.08, -0.11], [-0.10, -0.04, 0.11], [0.17, -0.01, -0.21], [-0.06, 0.03, 0.11], [0.02, -0.04, 0.09], [0.02, -0.03, 0.04], [0.03, -0.01, -0.02], [-0.01, 0.00, 0.09], [0.08, 0.08, -0.11], [-0.06, 0.01, 0.01], [-0.04, 0.02, 0.07], [0.10, -0.14, -0.01], [-0.08, 0.03, -0.03], [0.02, -0.01, -0.01], [-0.01, 0.01, -0.04], [-0.05, -0.03, -0.12], [-0.18, 0.11, 0.06], [0.23, -0.15, -0.17], [-0.14, 0.12, 0.04], [0.07, -0.08, 0.12], [0.03, 0.02, 0.00], [0.03, 0.05, 0.00], [0.00, 0.00, 0.07], [0.08, 0.11, 0.00], [-0.06, -0.01, 0.03], [-0.03, 0.00, 0.06], [0.10, -0.13, 0.00], [-0.09, 0.03, -0.03], [0.01, -0.01, -0.02], [-0.01, 0.02, -0.04], [0.20, -0.14, 0.07], [-0.07, -0.11, 0.24], [0.04, 0.06, -0.19], [0.16, -0.54, 0.28], [-0.11, -0.08, -0.15], [-0.10, -0.20, 0.25], [-0.01, 0.06, -0.02], [0.00, -0.05, -0.01], [0.13, -0.01, -0.06], [0.02, 0.01, 0.03], [0.09, -0.41, -0.06], [-0.14, -0.03, -0.08], [0.03, 0.02, 0.10], [0.00, 0.04, -0.01], [0.04, 0.00, 0.01], [0.00, -0.12, 0.01], [0.12, -0.01, -0.11], [-0.30, 0.08, 0.09], [0.15, -0.08, -0.02], [0.01, 0.14, -0.02], [0.00, 0.04, -0.01], [-0.03, 0.01, 0.02], [0.06, 0.06, -0.01], [-0.08, -0.07, 0.15], [0.05, -0.03, -0.04], [0.06, 0.02, -0.01], [-0.12, 0.11, -0.03], [0.04, -0.08, -0.03], [-0.03, 0.00, 0.00], [-0.01, -0.04, 0.01]]
}